118
Properties=species:S:1:pos:R:3:forces:R:3 method="wB97M-V/def2-TZVPD" s_squared=0.76 spin_multiplicity=2 orbital_gap_ha="0.2454 / 0.2432"
Hg 0.273088 -0.277843 0.102224 -0.342 -0.206 0.425
C -1.556230 0.693088 5.266920 -0.029 0.018 -0.086
C -1.152099 1.088067 3.839738 -0.019 0.005 -0.088
Ge -0.231996 -0.347882 2.828298 0.038 -0.233 0.064
C 1.505495 -0.809556 3.664042 0.112 0.075 -0.117
C 1.458334 -1.126001 5.163119 -0.026 -0.015 -0.091
C -1.359534 -1.902155 3.120512 0.039 0.009 0.349
C -1.976637 -2.630677 2.192829 -0.323 -0.235 -0.299
Ge -1.580119 -2.201189 0.283724 0.219 0.238 0.050
C -0.624839 -3.727892 -0.550320 -0.068 -0.103 0.075
C -1.208109 -5.145636 -0.530543 0.090 0.086 -0.031
C -3.137266 -1.616376 -0.790648 -0.035 -0.102 -0.029
C -4.371068 -2.505298 -0.972596 0.063 0.089 -0.081
C -2.903655 -3.757624 2.551429 0.021 0.057 0.083
C -3.551484 -4.491481 1.559658 0.015 0.062 0.022
C -4.432160 -5.524052 1.860150 0.039 0.042 0.021
C -4.691435 -5.851133 3.181004 0.030 0.021 -0.036
C -4.058155 -5.133380 4.189843 0.019 0.020 -0.011
C -3.182224 -4.106352 3.879571 -0.006 -0.038 -0.018
H -2.225735 1.440633 5.700481 0.027 -0.009 0.008
H -0.688599 0.608987 5.921595 -0.043 -0.006 -0.028
H -2.081416 -0.264391 5.289758 -0.001 0.070 -0.004
H -0.507054 1.965218 3.855500 0.018 0.092 0.067
H -2.039772 1.350389 3.256068 0.014 0.034 0.026
H 2.221130 -0.007451 3.461033 0.003 -0.028 0.027
H 1.852955 -1.680304 3.100839 0.028 0.003 0.022
H 1.311380 -0.222714 5.756863 0.007 -0.034 -0.012
H 2.392728 -1.586601 5.492265 0.005 0.018 0.019
H 0.650460 -1.820962 5.408808 0.047 0.039 -0.013
H -1.502370 -2.152288 4.175433 -0.052 -0.024 -0.095
H 0.358536 -3.723130 -0.068661 0.012 -0.025 -0.024
H -0.467577 -3.399985 -1.577331 0.061 -0.043 -0.024
H -1.393216 -5.505670 0.482047 0.027 0.000 -0.041
H -0.512286 -5.844346 -1.005252 -0.039 0.001 -0.005
H -2.149992 -5.204837 -1.083982 0.054 -0.002 0.044
H -2.694029 -1.389147 -1.766918 -0.044 0.025 0.018
H -3.432506 -0.659423 -0.358836 -0.022 -0.076 -0.104
H -4.119566 -3.462795 -1.438709 -0.018 0.048 0.039
H -5.096703 -2.009243 -1.623586 -0.002 -0.046 0.000
H -4.868898 -2.712464 -0.024898 0.007 0.013 -0.022
H -3.363344 -4.250669 0.523849 -0.029 -0.032 0.049
H -4.913021 -6.069754 1.056511 0.017 0.023 0.023
H -5.376629 -6.653929 3.423802 0.016 0.023 0.004
H -4.250373 -5.374090 5.228877 0.006 0.003 -0.031
H -2.710900 -3.570788 4.692683 -0.011 -0.003 -0.006
O 3.300788 0.904608 -0.558160 0.196 -0.057 -0.134
B 2.409834 -0.158175 -0.346931 -0.128 0.031 0.278
O 3.157462 -1.343451 -0.193440 0.195 -0.004 -0.005
C 4.479434 -0.990872 -0.298014 -0.193 -0.118 -0.006
C 5.598245 -1.787962 -0.202882 0.068 -0.060 -0.027
C 6.835391 -1.152216 -0.332691 -0.021 -0.012 -0.008
C 6.922400 0.219445 -0.545075 -0.030 0.010 0.009
C 5.777472 1.013010 -0.645059 0.102 0.069 -0.051
C 4.567564 0.372545 -0.519098 -0.166 0.107 -0.021
H 5.518115 -2.852593 -0.019023 0.000 0.053 0.005
H 7.743354 -1.738389 -0.259102 -0.045 0.029 0.005
H 7.896411 0.684940 -0.624292 -0.022 -0.017 -0.024
H 5.834973 2.081624 -0.810023 -0.006 -0.042 0.018
C -5.509586 3.789561 0.040952 0.123 -0.047 0.011
C -4.362089 4.441040 -0.739911 -0.007 -0.038 0.087
C -3.065958 4.429456 0.072141 -0.128 -0.101 -0.074
C -2.641885 2.989284 0.469932 -0.003 -0.062 -0.035
C -3.741131 1.970786 0.156467 -0.096 0.096 0.076
C -5.070317 2.468627 0.719839 -0.011 0.066 -0.106
P -0.988597 2.440432 -0.162099 0.279 0.059 -0.157
C 0.094184 3.837476 0.423998 0.070 -0.164 0.105
C -0.275146 4.286134 1.850262 0.184 0.195 -0.098
C 0.914830 4.977956 2.514015 -0.001 -0.088 -0.009
C 2.042872 3.965031 2.773453 -0.076 -0.041 -0.089
C 2.052469 2.861577 1.701657 0.015 0.189 -0.027
C 1.580105 3.400697 0.352970 -0.068 -0.017 0.129
C -1.135675 2.750224 -1.998406 0.049 -0.153 -0.012
C 0.135406 3.329555 -2.675866 0.002 -0.140 0.022
C 0.927012 2.244747 -3.406371 -0.156 0.014 -0.014
C 0.108994 1.679451 -4.575530 -0.015 -0.003 0.006
C -1.387629 1.574757 -4.215026 0.130 -0.033 0.099
C -1.566075 1.445325 -2.701733 -0.028 0.169 -0.118
H -6.347834 3.608481 -0.633727 -0.018 0.005 0.004
H -5.863302 4.491575 0.799831 -0.032 -0.007 -0.014
H -4.623657 5.469798 -0.994673 -0.010 -0.001 -0.041
H -4.211366 3.913534 -1.687060 0.011 0.032 0.020
H -3.226277 5.021151 0.978401 0.021 0.000 -0.020
H -2.278563 4.934426 -0.492432 0.011 0.017 0.050
H -2.513886 2.951080 1.554503 0.002 0.033 0.054
H -3.476292 1.007441 0.594909 0.017 0.060 0.027
H -3.842366 1.816542 -0.921093 0.031 -0.054 0.039
H -4.950746 2.623063 1.796266 -0.007 -0.023 -0.001
H -5.838155 1.703555 0.595373 -0.018 0.008 0.033
H -0.057556 4.683792 -0.248562 -0.032 0.070 -0.018
H -0.557382 3.423849 2.452954 -0.068 -0.046 0.086
H -1.134471 4.957295 1.821804 0.000 -0.060 0.008
H 0.603653 5.452911 3.446474 0.031 0.019 -0.007
H 1.272255 5.776822 1.855562 -0.029 -0.008 0.036
H 1.916053 3.510751 3.760465 0.019 0.029 -0.008
H 3.004916 4.482165 2.783816 0.011 -0.007 0.026
H 1.385141 2.045537 1.996110 0.009 -0.058 0.006
H 3.050317 2.430878 1.603277 -0.040 -0.033 0.017
H 1.720526 2.632244 -0.405884 0.019 0.050 -0.038
H 2.208286 4.249975 0.060862 -0.026 0.001 0.003
H -1.939700 3.480708 -2.116758 -0.035 0.048 -0.019
H 0.775155 3.835628 -1.956964 -0.017 0.076 -0.066
H -0.168626 4.086413 -3.405498 -0.004 0.000 0.005
H 1.167538 1.442638 -2.696366 -0.014 0.031 -0.009
H 1.872394 2.654886 -3.768672 0.048 -0.007 0.013
H 0.489974 0.689395 -4.835125 -0.044 0.092 -0.027
H 0.232628 2.318876 -5.453361 0.002 0.022 0.006
H -1.835103 0.717152 -4.720535 -0.006 0.021 -0.018
H -1.925514 2.465897 -4.555945 -0.006 -0.033 -0.024
H -0.958721 0.607430 -2.346440 -0.018 0.017 0.020
H -2.602047 1.202606 -2.456793 0.023 0.004 0.010
N 2.650207 -3.075333 -2.890400 -0.025 -0.014 -0.043
C 2.141385 -1.858198 -3.152869 -0.042 0.043 -0.017
N 3.041715 -0.876458 -3.374545 -0.029 -0.001 0.054
S 0.491456 -1.581140 -3.233541 0.155 -0.090 -0.171
H 3.626191 -3.207390 -2.685375 -0.007 0.012 0.024
H 2.000483 -3.792193 -2.623916 -0.016 -0.036 0.047
H 4.012804 -0.985533 -3.126728 -0.014 -0.001 -0.009
H 2.680846 0.057446 -3.464193 0.009 0.046 -0.011

=====

129
Properties=species:S:1:pos:R:3:forces:R:3 method="wB97M-V/def2-TZVPD" charge=+1 s_squared=3.80 spin_multiplicity=4 orbital_gap_ha="0.2806 / 0.2820"
Cr -0.546280 -0.302481 0.056088 -0.244 -0.352 -0.012
C -0.495311 4.224162 -2.857060 -0.023 0.018 -0.026
C -1.059944 2.885921 -2.519844 0.055 0.002 0.042
C -2.152255 2.259264 -3.065152 0.040 0.068 -0.035
C -2.273981 1.022604 -2.431291 -0.046 -0.162 0.077
N -1.279285 0.905977 -1.516164 0.000 0.256 0.007
N -0.550069 2.062962 -1.595690 -0.025 -0.035 -0.028
B 0.619284 2.380415 -0.656214 -0.014 0.109 -0.002
N 1.735034 1.357437 -0.813557 0.018 -0.043 0.238
N 1.497629 0.015890 -0.721872 0.168 -0.047 -0.266
C 2.670801 -0.575089 -1.053366 -0.052 -0.007 0.124
C 3.646363 0.392947 -1.260343 -0.050 0.039 -0.150
C 3.014717 1.607235 -1.109301 -0.074 0.060 -0.006
C 3.584289 2.977986 -1.239792 0.053 0.004 -0.004
C 2.898254 -2.048786 -1.281435 0.165 0.073 0.022
C 2.266446 -2.829819 -0.154487 0.007 -0.196 0.328
C 2.318648 -2.435695 -2.648157 0.002 0.054 -0.023
C 4.397723 -2.365659 -1.295097 -0.026 -0.006 -0.022
N 0.131606 2.421058 0.786655 -0.079 -0.115 -0.044
N -0.358188 1.318811 1.437122 0.164 0.023 0.215
C -0.599706 1.721396 2.716002 -0.082 -0.079 -0.036
C -0.300832 3.081164 2.816045 -0.009 -0.026 0.011
C 0.162362 3.484365 1.591797 0.035 0.059 -0.097
C 0.633554 4.837502 1.178865 0.005 0.029 0.037
C -1.130300 1.012113 3.969080 0.054 0.065 -0.060
C -2.621564 1.341001 4.112260 -0.028 -0.007 -0.006
C -0.370951 1.578763 5.187003 -0.012 -0.031 -0.010
C -0.937640 -0.495653 4.047714 0.054 -0.003 0.057
C -3.359773 0.065952 -2.942814 0.130 -0.029 0.114
C -3.589108 -1.251691 -2.197708 -0.049 0.098 0.169
C -2.962436 -0.278932 -4.391415 -0.085 -0.049 0.015
C -4.697766 0.820526 -2.958955 -0.017 -0.047 -0.058
H -1.079715 4.664382 -3.662346 -0.002 0.000 0.001
H -0.527303 4.899998 -2.003834 -0.005 0.013 0.019
H 0.540578 4.152616 -3.185539 0.020 -0.018 -0.003
H -2.775523 2.646687 -3.848928 -0.027 0.033 -0.036
H 1.043368 3.450620 -0.941612 0.000 0.026 -0.009
H 4.676832 0.239481 -1.519614 0.048 -0.005 0.000
H 4.639332 2.905334 -1.495682 0.004 -0.007 0.001
H 3.082703 3.552156 -2.017087 -0.012 0.012 -0.024
H 3.498402 3.532275 -0.305738 -0.009 0.007 0.031
H 1.238144 -2.523214 -0.040972 -0.266 -0.079 0.013
H 2.323652 -3.904758 -0.345597 -0.042 -0.010 0.039
H 2.767714 -2.606012 0.790920 0.058 -0.020 -0.057
H 1.291211 -2.097851 -2.764827 -0.066 -0.032 0.046
H 2.906016 -1.968814 -3.439679 -0.009 0.011 -0.035
H 2.367537 -3.518021 -2.790890 -0.025 -0.016 0.010
H 4.874398 -2.074007 -0.359199 0.010 0.036 0.038
H 4.535374 -3.440490 -1.425164 -0.007 -0.021 -0.002
H 4.911081 -1.869259 -2.117936 0.008 0.002 -0.017
H -0.406552 3.708371 3.678943 0.007 0.040 0.037
H 0.546511 5.516394 2.024722 -0.001 0.004 0.005
H 1.674773 4.820326 0.859396 0.015 0.000 -0.006
H 0.040441 5.240174 0.359070 -0.019 -0.002 -0.018
H -2.789884 2.417481 4.142289 0.010 0.033 0.004
H -3.189855 0.928268 3.279014 -0.017 -0.001 -0.019
H -3.006922 0.909168 5.037304 -0.012 -0.021 0.034
H -0.516666 2.644684 5.333643 -0.029 0.050 0.002
H -0.735115 1.079761 6.085310 0.007 -0.008 0.017
H 0.698568 1.380542 5.090306 0.025 -0.002 -0.005
H -1.704553 -1.022517 3.495098 -0.009 0.021 0.038
H 0.054150 -0.784163 3.703465 -0.011 0.053 0.040
H -1.033034 -0.800895 5.090377 -0.027 -0.018 0.024
H -2.680476 -1.630245 -1.748021 -0.345 0.118 -0.103
H -4.317610 -1.147766 -1.397800 -0.015 0.080 0.003
H -3.986352 -1.986209 -2.900130 -0.031 -0.031 -0.006
H -2.030528 -0.851385 -4.413933 0.038 0.127 -0.095
H -3.748308 -0.880845 -4.849834 0.000 -0.028 -0.022
H -2.812983 0.608575 -5.003083 0.035 0.004 0.002
H -4.959894 1.162356 -1.957767 0.009 -0.002 0.029
H -4.688722 1.681013 -3.624291 0.000 0.034 -0.027
H -5.481382 0.143229 -3.300796 -0.032 -0.011 -0.011
F -4.662753 -4.356168 2.464297 0.016 -0.013 0.001
C -4.203976 -3.243790 1.872972 0.013 0.070 -0.026
F -4.852353 -2.203706 2.414964 0.006 -0.024 -0.013
F -4.558238 -3.308979 0.575999 0.003 0.011 0.014
C -2.711820 -3.114806 2.023145 -0.020 -0.119 0.059
C -1.981258 -4.074006 2.692165 -0.018 0.033 0.041
C -0.603708 -3.922108 2.831869 0.014 0.076 -0.094
C -0.002620 -2.835839 2.230199 -0.050 -0.001 -0.047
N -0.698494 -1.922763 1.545932 0.239 0.011 -0.288
C -2.039704 -2.003902 1.495309 -0.118 0.262 -0.183
S -2.735981 -0.582606 0.796024 -0.143 -0.247 0.129
H -2.488964 -4.922382 3.129721 -0.001 -0.024 -0.003
H -0.012566 -4.624154 3.400202 -0.004 -0.016 0.009
H 1.054551 -2.651474 2.332884 0.183 0.044 -0.112
C 6.916212 0.590865 2.332491 0.002 0.049 0.013
C 6.418472 -0.840010 2.176539 -0.035 -0.021 -0.027
C 6.503364 -1.659390 3.462178 0.026 -0.036 0.041
C 5.647482 -1.110164 4.598647 0.073 0.063 0.045
N 4.239116 -1.034076 4.204051 -0.125 -0.075 -0.086
C 3.608996 0.120440 3.865581 0.052 0.028 -0.024
S 2.564661 0.204894 2.547714 -0.018 -0.137 0.014
N 3.855669 1.212462 4.612128 -0.055 0.093 -0.109
C 4.277735 1.243408 6.007505 -0.120 -0.015 0.089
C 5.488334 2.136894 6.236173 0.021 -0.008 0.003
C 5.925488 2.161249 7.698028 0.000 0.036 0.019
C 6.523472 0.840158 8.167553 0.014 -0.030 0.005
H 6.910943 1.113643 1.376573 -0.001 -0.002 -0.033
H 7.936741 0.615670 2.719174 0.033 -0.007 0.011
H 6.285829 1.166979 3.012249 -0.021 0.005 0.013
H 6.999552 -1.349980 1.404544 0.025 0.009 0.004
H 5.383547 -0.819165 1.820272 -0.012 -0.012 -0.021
H 7.538080 -1.700452 3.814712 0.016 -0.003 -0.014
H 6.210730 -2.695289 3.261640 -0.027 -0.002 0.001
H 5.980201 -0.108396 4.864580 0.033 -0.115 -0.061
H 5.749284 -1.732867 5.490652 0.007 -0.002 -0.016
H 3.939270 -1.790764 3.605447 0.047 0.041 0.016
H 3.369982 2.027506 4.267020 0.030 -0.019 0.030
H 4.459058 0.219776 6.328773 0.000 0.066 0.025
H 3.438158 1.611754 6.607524 0.035 -0.003 0.008
H 5.244203 3.147713 5.899059 -0.018 0.014 0.014
H 6.319630 1.800417 5.608067 0.000 0.008 0.003
H 5.072237 2.427575 8.328868 -0.013 0.004 0.000
H 6.658513 2.958295 7.832916 0.019 -0.007 -0.008
H 5.799371 0.025040 8.134952 -0.029 -0.014 -0.006
H 6.879402 0.908913 9.194440 0.005 0.021 0.020
H 7.372349 0.555527 7.542818 0.025 -0.002 -0.015
C -0.777826 -5.517005 -1.466625 -0.020 -0.072 0.004
N -0.675484 -4.165590 -0.956938 -0.026 0.185 0.021
C -0.900785 -3.054834 -1.681224 -0.005 -0.331 -0.215
N -1.323502 -3.211795 -2.949832 0.223 -0.124 -0.009
O -0.737284 -1.907166 -1.225641 0.406 0.366 0.098
H -0.635673 -6.207174 -0.639631 0.027 0.000 -0.004
H -0.023501 -5.728193 -2.228517 -0.009 0.001 -0.010
H -1.772202 -5.705554 -1.872886 -0.016 0.004 -0.007
H -0.214228 -4.016593 -0.076640 -0.042 0.014 0.104
H -1.484890 -4.115212 -3.353183 -0.004 -0.026 -0.022
H -1.595855 -2.393308 -3.467905 0.041 -0.099 0.091

=====

How do the records compare in relative energy (zero: lowest compared OMol25 entry of this formula, charge and spin)? In the order shown, they have 0.0 3.0 kcal/mol.